{"formula": "C41H114N12O11", "method": "the ωB97M-V functional and the def2-TZVPD basis", "homo_lumo_gap_ev": 8.631, "spin_multiplicity": 1, "smiles": "COC[C@H](C)N.COC[C@H](C)N.COC[C@H](C)N.COC[C@H](C)N.COC[C@H](C)N.COC[C@H](C)N.COC[C@H](C)N.COC[C@H](C)N.COC[C@H](C)N.COC[C@H](C)N.NC(N)=O", "lumo_energy_ev": 0.39, "e_above_lowest_kj_mol": 505.3, "total_energy_ha": -3114.8836, "symbols": ["C", "O", "C", "C", "C", "N", "H", "H", "H", "H", "H", "H", "H", "H", "H", "H", "H", "C", "O", "C", "C", "C", "N", "H", "H", "H", "H", "H", "H", "H", "H", "H", "H", "H", "C", "O", "C", "C", "C", "N", "H", "H", "H", "H", "H", "H", "H", "H", "H", "H", "H", "C", "O", "C", "C", "C", "N", "H", "H", "H", "H", "H", "H", "H", "H", "H", "H", "H", "C", "O", "C", "C", "C", "N", "H", "H", "H", "H", "H", "H", "H", "H", "H", "H", "H", "C", "O", "C", "C", "C", "N", "H", "H", "H", "H", "H", "H", "H", "H", "H", "H", "H", "C", "O", "C", "C", "C", "N", "H", "H", "H", "H", "H", "H", "H", "H", "H", "H", "H", "C", "O", "C", "C", "C", "N", "H", "H", "H", "H", "H", "H", "H", "H", "H", "H", "H", "C", "O", "C", "C", "C", "N", "H", "H", "H", "H", "H", "H", "H", "H", "H", "H", "H", "C", "O", "C", "C", "C", "N", "H", "H", "H", "H", "H", "H", "H", "H", "H", "H", "H", "N", "C", "N", "O", "H", "H", "H", "H"], "coordinates": [[-0.8789, -4.6150, 2.1955], [-1.4830, -4.3923, 0.9065], [-2.1294, -5.5562, 0.3844], [-2.1890, -5.4290, -1.1464], [-2.6015, -6.8055, -1.6994], [-0.8280, -5.2725, -1.6340], [-0.0955, -3.8931, 2.4261], [-0.4499, -5.6055, 2.3467], [-1.5882, -4.3914, 2.9925], [-1.5255, -6.4419, 0.5819], [-3.1644, -5.4962, 0.7208], [-2.8419, -4.6193, -1.4723], [-1.9722, -7.6729, -1.5002], [-2.5509, -6.8287, -2.7879], [-3.5989, -7.1333, -1.4066], [-0.2832, -5.9167, -1.0788], [-0.6412, -4.3715, -1.2175], [2.1613, -3.7444, 4.6056], [2.4983, -2.4252, 4.4521], [2.0619, -1.4636, 5.4686], [2.5614, -0.0445, 5.0788], [1.8412, 0.4129, 3.7628], [4.0157, -0.0933, 4.8658], [2.4132, -4.1243, 5.5957], [2.7355, -4.3491, 3.9035], [1.1157, -4.0510, 4.6335], [0.9947, -1.4429, 5.6894], [2.4016, -1.7242, 6.4710], [2.4797, 0.6465, 5.9179], [1.6784, -0.3535, 3.0051], [2.3210, 1.2859, 3.3204], [0.8250, 0.7308, 3.9958], [4.1729, -0.6457, 4.0350], [4.2563, 0.7900, 4.4392], [4.6408, 7.5161, 2.1574], [3.8096, 6.7039, 1.3339], [4.4486, 6.0276, 0.2123], [3.4293, 5.4103, -0.7553], [4.1107, 4.6002, -1.9304], [2.5612, 6.3292, -1.3932], [4.1241, 7.9577, 3.0095], [4.9733, 8.3770, 1.5774], [5.5020, 6.9679, 2.5393], [4.9610, 6.7853, -0.3806], [5.0452, 5.1969, 0.5893], [2.7430, 4.7627, -0.2096], [4.6959, 3.7696, -1.5357], [4.9594, 5.0646, -2.4326], [3.4864, 4.2619, -2.7573], [3.2187, 6.6300, -2.0983], [2.3458, 7.2066, -0.9417], [4.2938, -0.1471, -1.7943], [3.3711, -0.5692, -2.7859], [3.2269, 0.2890, -3.8807], [2.2446, 1.4399, -3.5267], [0.8348, 0.8907, -3.3166], [2.1753, 2.5210, -4.5724], [3.7236, 0.4999, -1.1277], [5.1509, 0.3862, -2.2055], [4.6815, -1.0077, -1.2492], [4.1974, 0.6951, -4.1660], [3.0620, -0.3123, -4.7748], [2.5443, 1.8281, -2.5533], [0.4741, 0.3700, -4.2036], [0.2195, 1.7670, -3.1125], [0.8175, 0.2388, -2.4432], [1.6034, 2.3036, -5.3760], [3.0569, 2.5240, -5.0652], [-4.7092, -1.5595, 2.0159], [-4.3903, -0.6384, 1.0076], [-5.5289, -0.1991, 0.2356], [-5.8237, -1.1251, -1.0473], [-4.6268, -1.3464, -1.9390], [-6.9314, -0.5543, -1.8104], [-5.4090, -2.2594, 1.5592], [-5.3120, -1.2605, 2.8734], [-3.8982, -2.2195, 2.3237], [-6.4997, -0.1237, 0.7254], [-5.3983, 0.8416, -0.0611], [-6.0995, -2.0752, -0.5900], [-4.1331, -0.4321, -2.2683], [-4.9266, -1.9310, -2.8087], [-3.8018, -1.9421, -1.5484], [-6.6573, 0.4136, -1.9015], [-6.9269, -0.8263, -2.7830], [4.0261, -2.6813, 1.2972], [5.2354, -3.3936, 1.2470], [6.1034, -3.0147, 2.1986], [7.4731, -3.7543, 2.1205], [7.1984, -5.2874, 1.9303], [8.3876, -3.4773, 3.1682], [3.4431, -2.9668, 2.1727], [3.3808, -2.9871, 0.4737], [4.1309, -1.5998, 1.2106], [6.2429, -1.9350, 2.1459], [5.7278, -3.1475, 3.2132], [7.9526, -3.3301, 1.2383], [8.1490, -5.7873, 2.1160], [6.8429, -5.5160, 0.9256], [6.5097, -5.5166, 2.7436], [8.0380, -3.6888, 4.0919], [9.0792, -4.1838, 2.9618], [-6.9781, 2.9105, -1.4388], [-5.7740, 2.2760, -1.9791], [-5.1914, 3.0458, -3.0525], [-4.0363, 2.3013, -3.7169], [-2.8075, 2.2506, -2.7180], [-3.4960, 3.0361, -4.8211], [-7.8172, 2.9180, -2.1345], [-6.8727, 3.9490, -1.1253], [-7.5392, 2.2941, -0.7365], [-5.9724, 3.2837, -3.7746], [-4.8143, 4.0225, -2.7495], [-4.4062, 1.3038, -3.9539], [-1.9418, 1.6943, -3.0773], [-3.1755, 1.6261, -1.9040], [-2.5064, 3.2127, -2.3036], [-2.5856, 2.6477, -5.0222], [-3.2909, 3.9794, -4.5240], [-3.8395, 4.9806, 0.1781], [-4.8362, 6.0473, 0.2729], [-4.5687, 6.9589, 1.2895], [-5.7223, 7.9700, 1.5145], [-5.9616, 8.7141, 0.2502], [-5.4883, 8.9758, 2.5144], [-2.8536, 5.4039, -0.0144], [-4.0981, 4.2338, -0.5726], [-3.8974, 4.4287, 1.1162], [-4.4672, 6.3731, 2.2031], [-3.5840, 7.4260, 1.3095], [-6.6551, 7.4679, 1.7709], [-5.3174, 9.5677, 0.0394], [-6.9739, 9.1156, 0.2034], [-5.8586, 8.0747, -0.6265], [-5.7525, 8.4610, 3.3421], [-6.2914, 9.5509, 2.3038], [2.2152, -5.8521, 0.8067], [1.3752, -6.9286, 0.4471], [2.2075, -8.1122, 0.3673], [1.2808, -9.2734, -0.2205], [2.0622, -10.5398, -0.3746], [0.6467, -8.8311, -1.4892], [1.7275, -4.8869, 0.6700], [3.2039, -5.7861, 0.3527], [2.4292, -5.9977, 1.8655], [2.9734, -7.9612, -0.3935], [2.7595, -8.3309, 1.2813], [0.4374, -9.5494, 0.4124], [2.7938, -10.5391, -1.1826], [1.3323, -11.3096, -0.6248], [2.5713, -10.7843, 0.5576], [0.3282, -7.8844, -1.3392], [1.3104, -8.8613, -2.2499], [-0.0384, 2.9266, 0.6391], [-0.0256, 1.5913, 0.9482], [-1.1215, 0.8397, 0.3893], [-0.9348, -0.6496, 0.8525], [0.3855, -1.1897, 0.3695], [-1.9271, -1.5853, 0.4398], [-0.9209, 3.4537, 1.0018], [-0.0016, 3.0964, -0.4370], [0.8721, 3.3741, 1.0375], [-2.1268, 1.1838, 0.6323], [-1.2029, 0.9859, -0.6878], [-0.9892, -0.6557, 1.9411], [1.2913, -0.6466, 0.6391], [0.4409, -1.4184, -0.6948], [0.5493, -2.1806, 0.7931], [-1.8931, -2.5089, 0.8472], [-2.8379, -1.2722, 0.7440], [-0.3156, 6.3197, -2.6613], [-0.2462, 5.2125, -3.3769], [0.7435, 4.4504, -3.0132], [-0.9535, 4.9172, -4.3740], [0.3720, 6.5057, -1.9452], [-0.9741, 7.0003, -3.0125], [0.9157, 3.7110, -3.6793], [1.3623, 4.7207, -2.2622]], "mulliken_charge": [-0.945, 0.011, -0.834, 0.804, -1.566, -0.751, -0.104, 0.516, 0.388, 0.268, 0.339, 0.165, 0.282, 0.389, 0.394, 0.094, 0.300, -0.835, -0.092, -1.090, 0.460, -1.100, -0.790, 0.376, 0.194, 0.276, 0.445, 0.459, 0.432, -0.023, 0.421, 0.394, 0.195, 0.276, -0.772, -0.295, -1.009, 0.916, -1.636, -0.492, 0.250, 0.313, 0.302, 0.319, 0.392, -0.238, 0.404, 0.475, 0.538, 0.238, 0.301, -0.414, -0.324, -1.185, 1.397, -0.253, -0.690, 0.180, 0.351, 0.026, 0.448, 0.340, -0.310, 0.425, -0.271, -0.170, 0.215, 0.258, -0.934, -0.566, -0.614, 0.815, -0.419, -0.823, 0.359, 0.359, 0.222, 0.397, -0.001, 0.311, -0.315, 0.517, -0.271, 0.187, 0.361, -0.530, -0.375, -0.648, 0.325, -1.211, -0.675, 0.029, 0.282, 0.470, 0.373, 0.250, 0.204, 0.480, 0.247, 0.256, 0.256, 0.277, -0.940, -0.033, -0.928, 0.341, -0.569, -0.780, 0.378, 0.257, 0.379, 0.385, 0.304, 0.226, 0.486, -0.432, 0.376, 0.346, 0.291, -0.656, -0.301, -0.891, 0.656, -1.530, -0.777, 0.351, -0.065, 0.435, 0.345, 0.402, 0.243, 0.359, 0.409, 0.325, 0.287, 0.307, -0.739, -0.092, -0.773, 0.493, -1.605, -0.637, -0.288, 0.561, 0.447, 0.368, 0.437, 0.262, 0.366, 0.405, 0.356, 0.246, 0.245, -0.520, -0.099, -0.726, 1.137, -1.304, 0.131, 0.355, 0.068, 0.188, 0.457, -0.133, 0.215, 0.439, 0.151, -0.129, -0.088, 0.420, -0.313, 0.543, 0.217, -0.797, 0.147, 0.256, -0.126, 0.104]}